Entry 1:
{"formula": "C9H30FNNbO8P2", "method": "ωB97M-V with the def2-TZVPD basis set", "symbols": ["C", "C", "F", "C", "Nb", "N", "H", "H", "H", "H", "H", "H", "H", "H", "H", "H", "H", "H", "C", "O", "P", "O", "O", "C", "O", "C", "H", "H", "H", "H", "H", "H", "H", "H", "H", "C", "O", "P", "O", "O", "C", "O", "C", "H", "H", "H", "H", "H", "H", "H", "H", "H"], "xyz": [[1.096, 2.298, 0.623], [0.825, 3.009, -0.699], [1.734, 4.137, -0.715], [-0.583, 3.576, -0.876], [-2.345, 2.215, -0.340], [-3.155, 3.848, 0.803], [0.628, 1.307, 0.602], [0.592, 2.841, 1.431], [2.169, 2.173, 0.802], [1.150, 2.375, -1.532], [-0.631, 4.515, -0.305], [-0.700, 3.864, -1.935], [-1.597, 1.618, 1.223], [-3.811, 1.158, 0.029], [-3.250, 2.852, -1.823], [-1.672, 0.801, -1.279], [-2.320, 4.314, 1.164], [-3.569, 3.447, 1.647], [1.750, -3.910, -4.292], [0.513, -3.240, -4.546], [0.462, -1.622, -4.054], [0.415, -1.922, -2.586], [-1.034, -1.388, -4.654], [-1.740, -2.346, -5.434], [0.656, 0.029, -3.822], [0.614, 0.869, -4.988], [1.672, -4.922, -4.686], [2.575, -3.400, -4.792], [1.942, -3.959, -3.220], [-2.074, -3.171, -4.807], [-1.134, -2.714, -6.261], [-2.618, -1.851, -5.848], [-0.387, 0.886, -5.417], [1.334, 0.529, -5.735], [0.881, 1.878, -4.680], [-0.187, -1.816, 2.400], [-0.144, -1.052, 3.619], [0.346, -1.881, 4.979], [-0.842, -2.755, 5.203], [0.306, -0.535, 5.900], [-0.016, 0.763, 5.396], [1.385, -2.610, 6.068], [2.663, -1.994, 6.284], [-0.477, -1.146, 1.593], [0.797, -2.230, 2.179], [-0.919, -2.620, 2.474], [-1.080, 0.829, 5.172], [0.574, 1.009, 4.517], [0.217, 1.487, 6.178], [2.552, -1.043, 6.805], [3.182, -1.839, 5.336], [3.258, -2.665, 6.900]], "atomic_forces_ev_per_a": [[-0.39, -0.13, -0.22], [-0.13, 0.54, 0.37], [0.21, -0.18, -0.16], [0.80, -0.71, -0.45], [-0.83, 3.34, 0.42], [1.14, -1.65, 0.19], [0.11, 0.16, -0.06], [0.35, -0.02, 0.01], [-0.14, 0.19, -0.01], [-0.22, 0.11, 0.03], [-0.09, -0.26, 0.06], [-0.03, -0.05, 0.22], [-0.11, -0.87, 0.25], [-0.04, -0.15, -0.12], [-0.32, -0.68, -0.39], [0.29, -0.23, 0.16], [-0.17, 0.34, -0.14], [-0.41, 0.21, -0.15], [0.07, -0.18, 0.17], [1.96, 1.67, -2.15], [-5.96, -0.50, 6.35], [1.47, -0.09, -0.49], [0.97, -0.12, -1.17], [-0.28, 0.03, -0.05], [1.76, -1.13, -2.77], [-0.02, 0.29, 0.00], [-0.11, 0.06, -0.07], [0.07, -0.13, 0.01], [-0.05, 0.11, 0.00], [0.11, -0.07, -0.04], [-0.01, -0.11, 0.06], [0.06, 0.15, 0.11], [-0.01, -0.08, 0.05], [-0.01, 0.15, -0.05], [0.03, -0.07, 0.12], [-0.18, -0.09, -0.45], [3.09, -1.27, -0.05], [-6.06, 1.13, 4.14], [1.10, -0.52, -0.73], [0.83, 0.09, -0.67], [-0.09, 0.21, 0.19], [1.23, 0.62, -2.65], [0.13, -0.04, 0.11], [0.00, 0.15, 0.12], [-0.04, 0.01, -0.11], [0.02, 0.03, 0.17], [0.04, -0.02, -0.17], [-0.12, 0.00, -0.06], [0.04, -0.17, 0.12], [-0.08, 0.01, -0.08], [0.12, 0.04, 0.10], [-0.09, -0.09, -0.05]], "nbo_charge": [-0.6496, 0.2046, -0.4368, -1.0044, 1.8270, -1.2321, 0.2344, 0.2084, 0.1983, 0.1607, 0.2199, 0.2302, -0.4548, -0.3996, -0.4269, -0.3967, 0.3561, 0.3640, -0.2646, -0.7285, 2.3193, -1.0327, -0.7913, -0.2389, -0.6667, -0.2727, 0.1876, 0.1680, 0.2079, 0.1892, 0.1754, 0.1871, 0.1956, 0.1585, 0.2054, -0.2703, -0.7230, 2.3898, -1.0666, -0.8247, -0.2421, -0.7147, -0.2669, 0.2339, 0.1660, 0.2003, 0.1958, 0.1940, 0.1748, 0.1923, 0.1713, 0.1887], "total_charge": -1, "orbital_gap_ev": 4.930, "homo_ev": -4.57, "total_energy_ev": -50528.7249}



Entry 2:
{"formula": "C9H30O8", "method": "ωB97M-V with the def2-TZVPD basis set", "symbols": ["C", "O", "H", "H", "H", "H", "C", "O", "H", "H", "H", "H", "C", "O", "H", "H", "H", "H", "C", "C", "O", "O", "H", "H", "H", "H", "H", "H", "C", "C", "O", "O", "H", "H", "H", "H", "H", "H", "C", "C", "O", "H", "H", "H", "H", "H", "H"], "xyz": [[-16.946, -13.128, -24.752], [-18.320, -13.396, -24.314], [-16.437, -13.539, -23.880], [-16.541, -13.576, -25.659], [-16.733, -12.061, -24.821], [-18.900, -13.432, -25.079], [-15.081, -18.347, -16.728], [-13.954, -18.647, -17.525], [-15.857, -17.625, -16.983], [-15.455, -19.297, -16.345], [-14.674, -17.877, -15.832], [-14.283, -18.626, -18.427], [-21.658, -20.463, -27.939], [-21.347, -20.861, -29.256], [-21.266, -21.124, -27.166], [-21.110, -19.526, -28.031], [-22.719, -20.222, -27.866], [-22.051, -20.746, -29.899], [-14.885, -18.246, -29.149], [-14.083, -19.526, -28.908], [-12.645, -19.451, -28.956], [-14.209, -17.594, -30.079], [-15.047, -17.672, -28.237], [-15.795, -18.421, -29.724], [-14.445, -20.275, -29.614], [-14.374, -19.849, -27.909], [-12.318, -20.197, -28.448], [-13.293, -17.876, -30.023], [-25.325, -18.121, -23.381], [-23.962, -17.546, -23.693], [-24.045, -17.230, -25.074], [-25.296, -19.349, -24.075], [-26.190, -17.527, -23.676], [-25.458, -18.165, -22.300], [-23.199, -18.288, -23.456], [-23.780, -16.692, -23.041], [-24.480, -17.965, -25.514], [-26.059, -19.911, -23.919], [-17.816, -19.564, -22.327], [-16.373, -19.155, -22.173], [-16.337, -17.893, -21.621], [-18.374, -19.593, -21.391], [-18.000, -20.519, -22.820], [-18.384, -18.964, -23.038], [-15.993, -19.225, -23.193], [-15.816, -19.845, -21.538], [-16.825, -17.290, -22.186]], "atomic_forces_ev_per_a": [[-0.55, -0.10, 1.62], [0.90, 0.12, -1.20], [0.68, 0.21, -0.34], [-0.70, -0.48, -0.09], [-0.25, 0.12, 0.10], [-0.07, 0.10, -0.09], [0.78, -0.36, 2.52], [-0.63, 0.73, -1.02], [0.07, -0.32, -1.19], [-0.78, 0.06, -0.24], [0.18, 0.05, 0.22], [0.36, -0.15, -0.32], [0.14, 1.93, -1.31], [0.39, -2.01, -1.31], [-0.20, -0.11, -0.28], [-0.12, 0.48, 1.89], [-0.01, -0.30, 0.56], [-0.20, 0.01, 0.46], [-0.27, -1.70, 0.66], [-1.37, -1.62, 1.43], [-0.85, 0.90, -0.27], [2.79, 3.12, -3.02], [-0.14, 0.09, 0.24], [-0.86, -0.81, 1.25], [0.22, -0.10, -0.17], [0.02, -0.42, 0.12], [0.04, 0.08, -0.04], [0.40, 0.47, -0.20], [0.08, -0.09, 1.19], [-1.60, 0.10, -0.27], [1.20, 0.91, -0.04], [-0.19, -0.82, -0.10], [0.32, 0.47, -0.59], [0.17, -0.84, 0.35], [0.06, -0.18, -0.17], [0.09, 0.46, -0.62], [0.03, -0.24, 0.10], [-0.16, 0.22, 0.13], [-1.33, -1.05, -0.21], [-1.20, -1.16, -0.94], [0.82, 1.25, 0.65], [0.12, 0.15, 0.10], [0.62, -0.56, 0.28], [0.25, 0.88, 0.18], [0.78, 0.28, -0.05], [-0.01, 0.14, 0.04], [-0.06, 0.07, -0.02]], "nbo_charge": [-0.2634, -0.7265, 0.1852, 0.1734, 0.1674, 0.4642, -0.2723, -0.7093, 0.1797, 0.1641, 0.1721, 0.4660, -0.2526, -0.7486, 0.1807, 0.1814, 0.1676, 0.4714, -0.0649, -0.1026, -0.7441, -0.7083, 0.1426, 0.1852, 0.1655, 0.1604, 0.4874, 0.4788, -0.0897, -0.0773, -0.7236, -0.7465, 0.1696, 0.1579, 0.1712, 0.1805, 0.4773, 0.4807, -0.6434, -0.0615, -0.7113, 0.2093, 0.2113, 0.2017, 0.1492, 0.1762, 0.4682], "orbital_gap_ev": 10.198, "homo_ev": -9.92, "e_above_lowest_kcal_mol": 64.86, "total_energy_ev": -26194.2327, "smiles": "OCCO.OCCO.CCO.CO.CO.CO"}



Entry 3:
{"formula": "C9H32N12O7", "method": "ωB97M-V with the def2-TZVPD basis set", "symbols": ["C", "C", "C", "O", "H", "H", "H", "H", "H", "H", "H", "H", "C", "O", "N", "N", "H", "H", "H", "H", "C", "O", "N", "N", "H", "H", "H", "H", "C", "O", "N", "N", "H", "H", "H", "H", "C", "O", "N", "N", "H", "H", "H", "H", "C", "O", "N", "N", "H", "H", "H", "H", "C", "O", "N", "N", "H", "H", "H", "H"], "xyz": [[7.440, 23.917, -11.376], [8.614, 23.963, -12.365], [8.641, 22.824, -13.478], [8.778, 25.229, -12.885], [7.107, 22.918, -11.094], [6.499, 24.298, -11.776], [7.467, 24.440, -10.420], [9.374, 23.772, -11.607], [8.732, 21.873, -12.954], [9.339, 22.873, -14.314], [7.604, 22.723, -13.797], [9.584, 25.137, -13.398], [7.434, 15.735, -14.200], [8.155, 15.103, -13.484], [6.152, 15.987, -14.086], [7.763, 16.186, -15.375], [5.608, 15.544, -13.360], [5.743, 16.739, -14.621], [7.028, 16.600, -15.931], [8.740, 16.167, -15.628], [3.389, 23.615, -13.685], [3.772, 24.162, -12.643], [2.328, 23.900, -14.238], [4.011, 22.580, -14.262], [2.105, 23.285, -15.008], [1.683, 24.658, -14.063], [4.856, 22.285, -13.793], [3.452, 21.906, -14.765], [4.722, 20.479, -7.269], [4.328, 19.827, -8.172], [4.290, 21.632, -6.869], [5.679, 20.087, -6.416], [4.864, 22.098, -6.181], [3.628, 22.102, -7.471], [5.950, 20.662, -5.631], [6.191, 19.233, -6.584], [7.432, 22.609, -8.084], [6.582, 23.424, -8.333], [8.025, 22.479, -6.902], [7.980, 21.793, -8.877], [8.782, 21.813, -6.856], [7.674, 22.894, -6.050], [7.513, 21.608, -9.754], [8.682, 21.188, -8.475], [8.074, 16.616, -9.891], [7.814, 17.746, -9.957], [8.321, 16.000, -8.816], [8.118, 15.780, -10.810], [8.337, 16.537, -7.961], [8.376, 14.994, -8.885], [8.508, 14.857, -10.688], [7.820, 15.907, -11.767], [6.524, 20.065, -11.889], [6.028, 21.016, -12.409], [7.231, 19.129, -12.499], [6.354, 19.915, -10.651], [7.742, 18.455, -11.947], [7.220, 19.054, -13.506], [6.736, 19.088, -10.216], [5.545, 20.387, -10.273]], "atomic_forces_ev_per_a": [[-2.09, -0.13, -0.73], [0.01, -2.06, 1.55], [-1.64, 0.26, 1.95], [0.16, 0.93, -0.70], [0.52, -0.22, -0.39], [-0.05, 0.19, -0.64], [1.10, 0.24, -0.17], [1.21, -0.20, -0.48], [0.58, -0.12, 0.04], [0.07, 0.44, 0.25], [0.02, 0.31, -0.72], [0.08, 0.57, -0.23], [-0.40, -0.55, -0.94], [1.17, -1.10, 1.92], [-4.08, 0.08, 2.40], [2.66, 1.49, -3.38], [0.06, 0.37, -0.07], [-0.19, -0.38, 0.52], [0.99, -0.12, -0.40], [-0.35, 0.23, -0.36], [5.43, -0.30, 5.99], [0.57, 0.09, -0.62], [-8.17, 1.61, -5.18], [1.79, -1.36, -0.69], [-0.54, 0.69, -0.14], [0.61, -0.23, 0.48], [-0.14, -0.52, 0.12], [0.50, -0.01, 0.20], [1.34, -0.69, 1.54], [-1.11, -1.81, -3.00], [-2.09, 3.47, 0.47], [2.43, -1.85, 1.38], [-0.72, 0.63, -0.60], [0.33, 0.37, 0.35], [0.07, -0.44, -0.33], [-0.25, 0.28, 0.03], [-1.30, 2.72, 2.03], [-1.66, 0.87, -0.17], [1.22, 0.17, 3.91], [1.94, -3.59, -4.51], [-0.33, 0.39, 0.76], [0.24, 0.11, -0.46], [0.52, -0.37, -0.01], [-0.44, -0.32, -1.08], [0.03, -0.80, 0.98], [-1.28, 7.04, -0.65], [1.52, -2.20, 7.12], [-0.04, -5.04, -8.13], [0.08, -0.65, 0.04], [0.04, 0.49, 1.15], [-0.13, 0.36, -0.13], [0.26, 0.30, 0.08], [0.02, 0.35, -2.45], [-1.59, 2.89, -3.37], [1.80, -2.06, -1.97], [-0.56, -1.16, 6.36], [-0.20, -0.02, -0.11], [0.23, 0.36, 0.41], [-0.46, 0.11, 0.43], [0.23, -0.09, 0.34]], "nbo_charge": [-0.6525, 0.1026, -0.6604, -0.6992, 0.2086, 0.2368, 0.2345, 0.1318, 0.2100, 0.2000, 0.2267, 0.4561, 0.7542, -0.6750, -0.8321, -0.8167, 0.4066, 0.3896, 0.3868, 0.4088, 0.7379, -0.6842, -0.7819, -0.8556, 0.3640, 0.4112, 0.4406, 0.3643, 0.7612, -0.6674, -0.8086, -0.8523, 0.3823, 0.4164, 0.3740, 0.3953, 0.7482, -0.6660, -0.8465, -0.8088, 0.3643, 0.3942, 0.4315, 0.3722, 0.7479, -0.7117, -0.8017, -0.8010, 0.3992, 0.3839, 0.3809, 0.4185, 0.7526, -0.7165, -0.8595, -0.8430, 0.4069, 0.3904, 0.4220, 0.4275], "orbital_gap_ev": 8.691, "homo_ev": -8.53, "e_above_lowest_kcal_mol": 136.51, "total_energy_ev": -42066.8933, "smiles": "NC(N)=O.NC(N)=O.NC(N)=O.NC(N)=O.NC(N)=O.NC(N)=O.CC(C)O"}



Entry 4:
{"formula": "C9H32N6O7", "method": "ωB97M-V with the def2-TZVPD basis set", "symbols": ["C", "C", "O", "H", "H", "H", "H", "H", "H", "C", "C", "O", "H", "H", "H", "H", "H", "H", "C", "O", "N", "N", "H", "H", "H", "H", "C", "O", "N", "N", "H", "H", "H", "H", "C", "O", "N", "N", "H", "H", "H", "H", "C", "O", "H", "H", "H", "H", "C", "O", "H", "H", "H", "H"], "xyz": [[1.714, 0.313, 2.694], [1.703, 1.833, 2.662], [1.783, 2.264, 3.998], [1.055, -0.010, 3.553], [2.674, -0.195, 2.862], [1.275, -0.088, 1.798], [0.741, 2.144, 2.245], [2.584, 2.204, 2.003], [2.725, 2.264, 4.261], [3.296, 1.091, -1.976], [3.750, 1.248, -0.532], [5.155, 1.260, -0.394], [3.571, 0.089, -2.334], [3.697, 1.850, -2.557], [2.174, 1.147, -1.976], [3.236, 0.497, 0.052], [3.271, 2.191, -0.148], [5.370, 1.194, 0.546], [-0.691, 0.700, -1.276], [-1.781, 1.582, -1.388], [-0.179, 0.500, -0.089], [-0.223, -0.042, -2.242], [-0.598, 0.984, 0.680], [0.476, -0.201, 0.133], [-0.474, 0.040, -3.198], [0.535, -0.655, -2.015], [-3.600, -1.191, 0.108], [-2.872, -2.011, -0.796], [-4.178, -1.776, 1.101], [-3.769, 0.100, -0.004], [-4.017, -2.812, 1.206], [-4.753, -1.259, 1.808], [-3.310, 0.573, -0.815], [-4.423, 0.635, 0.645], [-1.902, 2.156, 2.211], [-1.408, 2.597, 3.444], [-2.584, 1.058, 2.150], [-1.712, 2.738, 1.117], [-2.607, 0.460, 2.984], [-2.824, 0.603, 1.222], [-1.155, 3.637, 1.298], [-2.055, 2.511, 0.184], [-1.117, -3.003, -3.509], [-2.039, -1.915, -3.432], [-1.368, -3.715, -2.705], [-0.109, -2.564, -3.486], [-1.210, -3.489, -4.517], [-2.054, -1.446, -2.566], [1.067, -2.881, -0.908], [1.897, -1.756, -0.871], [0.031, -2.509, -0.838], [1.287, -3.449, -0.017], [1.201, -3.493, -1.803], [2.748, -2.028, -0.598]], "atomic_forces_ev_per_a": [[-0.78, -0.82, 1.02], [1.44, -0.69, -0.70], [1.00, 0.90, 0.35], [0.54, 0.38, -0.91], [0.01, 0.48, -0.12], [0.02, -0.38, -0.36], [0.31, 0.35, 0.23], [-1.48, -0.23, 1.01], [-0.81, 0.01, -0.17], [-1.21, -1.78, 1.61], [-1.44, 1.33, 0.05], [-0.07, -0.27, 0.12], [0.03, 0.38, -0.19], [0.73, 1.32, -1.35], [1.03, 0.07, -0.11], [0.28, -0.71, 0.39], [0.72, -0.37, -0.28], [-0.03, 0.07, -0.28], [-5.60, 3.67, -0.20], [4.42, -3.64, -0.20], [-0.15, 0.72, 1.42], [0.70, -0.22, -0.80], [0.05, 0.18, 0.10], [0.84, -0.82, -0.24], [-0.58, 0.23, -0.51], [0.45, -0.18, -0.08], [3.73, -4.87, -5.70], [-3.00, 4.57, 4.32], [-1.69, -2.65, 3.64], [-1.12, 2.76, -1.15], [-0.37, 1.93, -0.15], [0.91, -0.97, -1.11], [-0.32, -0.05, 0.68], [1.08, -1.14, -1.70], [2.11, 1.16, 9.94], [-2.10, -1.78, -5.93], [-2.03, -4.46, 0.30], [2.87, 6.24, -3.03], [0.13, 0.74, -0.59], [0.93, 0.95, 1.86], [-1.27, -1.75, -0.95], [0.26, -0.27, -0.08], [-0.74, 0.85, -0.32], [-0.18, 0.32, -0.69], [0.65, 0.04, -0.30], [0.14, -0.66, 0.36], [-0.21, 0.44, 0.97], [0.02, -1.28, -0.37], [-0.88, -0.37, 0.49], [-0.73, 1.47, -0.71], [0.25, -0.42, -0.16], [-0.29, -0.66, 0.22], [-0.02, 0.09, 0.05], [1.48, -0.21, 0.32]], "nbo_charge": [-0.6350, -0.0648, -0.7009, 0.2292, 0.1976, 0.1724, 0.1929, 0.1461, 0.4587, -0.6144, -0.0602, -0.7187, 0.2029, 0.2125, 0.2079, 0.1499, 0.1483, 0.4703, 0.7928, -0.8356, -0.8118, -0.7961, 0.4212, 0.4106, 0.4333, 0.4158, 0.7563, -0.7915, -0.8043, -0.8548, 0.4375, 0.3994, 0.4811, 0.4191, 0.7240, -0.7726, -0.8679, -0.8404, 0.4106, 0.3969, 0.4257, 0.4518, -0.2463, -0.7701, 0.1792, 0.1391, 0.1832, 0.5064, -0.2645, -0.7558, 0.2007, 0.1731, 0.1760, 0.4829], "orbital_gap_ev": 8.999, "homo_ev": -8.79, "e_above_lowest_kcal_mol": 111.01, "total_energy_ev": -33123.0457, "smiles": "NC(N)=O.NC(N)=O.NC(N)=O.CCO.CCO.CO.CO"}